C58H82FN2O4 | ωB97M-V/def2-TZVPD

Computed properties:
- LUMO energy: -1.97 eV
- Gap between HOMO and LUMO: 7.96 eV
- HOMO level: -0.3647 hartree

```
! RIJCOSX wB97M-V def2-TZVPD def2/J DEFGRID3
* xyz 1 1
H -1.46 -1.75 0.24
H 2.40 8.33 -1.26
H 4.75 -0.94 4.01
C -4.36 -1.77 5.28
H 3.24 -6.63 0.28
C -4.45 0.00 -7.23
H -3.67 -4.13 -1.99
C -4.01 -1.15 3.94
H 4.87 5.09 1.06
H -8.05 -1.17 0.92
C 5.23 1.02 3.29
H -3.87 -2.73 5.39
C -0.19 6.85 1.59
H 2.31 -0.62 3.78
H -1.13 -3.52 -3.94
C 2.49 1.38 3.02
H 0.56 1.11 0.25
C -1.24 -4.60 0.04
H -1.84 -5.33 -2.92
C 1.01 -3.37 -3.56
H 1.18 -4.79 0.79
C 4.73 2.22 2.80
H -6.87 -1.60 -3.86
H -1.13 -6.72 0.47
H 3.16 10.68 -1.29
H -3.59 0.42 -9.14
C 4.14 -5.18 1.57
H 8.84 3.26 3.37
H -0.85 11.96 -2.05
C -0.43 -2.98 -3.30
C 4.36 0.00 3.64
C 0.78 -5.78 0.99
H -0.18 -2.54 -1.36
C -0.59 -4.54 -1.32
H 3.94 -4.92 2.62
H -8.94 -2.64 -3.00
H 3.11 6.37 2.18
C -8.29 -2.09 -2.33
H -2.41 0.96 0.04
C 7.97 3.66 2.86
C 1.64 4.82 2.04
H -1.66 5.30 1.47
C -7.13 -1.50 -2.81
H 1.17 -4.43 -3.38
O -2.79 -0.44 4.05
H -1.19 -5.67 1.87
C 5.74 4.69 1.56
C 1.29 -6.26 2.35
H 4.47 -7.28 1.32
H 1.53 12.49 -1.69
C 5.68 4.40 2.92
C -1.44 0.78 -0.43
O -0.72 1.38 1.80
H 5.22 -5.13 1.41
C -8.62 -1.97 -0.99
H -0.90 7.65 1.42
C -0.61 5.53 1.62
C -3.22 -3.67 -1.12
C -6.30 -0.79 -1.95
H -3.21 -4.71 0.67
H 4.77 4.58 3.48
C -0.76 -5.78 0.87
H 1.45 -5.40 2.99
H 2.38 -8.14 2.17
H 2.95 -2.42 -3.30
C 0.30 4.51 1.84
C -2.10 -0.38 2.82
H -0.22 -6.08 -2.84
N -2.68 -4.67 -0.19
O -1.53 -0.37 -1.27
C -6.63 -0.68 -0.61
C 3.63 -6.59 1.29
H -5.47 0.16 -7.56
H -3.92 -1.94 3.19
C 6.91 4.46 0.86
O 3.45 -4.27 0.73
C 3.36 2.40 2.67
H -1.27 0.07 -8.37
C -0.14 11.16 -1.88
H -0.02 3.47 1.85
C 2.99 0.18 3.50
H 1.15 -3.23 -4.63
C -2.11 -1.46 -0.59
C -1.04 -5.66 -2.26
H -1.00 -3.69 0.62
C 8.02 3.95 1.50
C 6.79 3.88 3.57
H -3.11 -1.19 -0.24
H -5.40 -0.33 -2.33
H 0.49 -4.60 -1.17
H 6.95 4.68 -0.20
C 2.07 6.14 2.02
H -4.80 -0.47 3.60
H 4.38 -2.71 1.72
H 2.36 4.02 2.21
C 1.16 7.16 1.79
H -2.71 -0.82 -4.44
H 0.01 0.04 3.17
C -4.21 -0.35 -5.91
C -2.09 -0.05 -7.68
H 5.41 3.02 2.53
H -5.03 -0.46 -5.21
H 3.30 -2.24 0.40
H 4.87 -2.96 0.01
H -1.11 1.26 3.78
C -0.56 9.84 -1.85
H -2.76 -0.01 2.03
F -0.60 -1.64 -3.57
H -1.74 -1.39 2.58
C -2.21 -2.61 -1.58
H -5.44 -1.95 5.34
H -4.02 -3.12 -0.62
C -0.92 0.58 2.95
C 2.01 -2.52 -2.76
H 1.49 8.19 1.77
C 2.60 -7.08 2.31
H 3.05 -7.00 3.30
H 1.42 1.52 2.91
H -1.61 9.61 -2.01
H 6.75 3.66 4.63
C -1.84 -0.40 -6.36
H 8.94 3.77 0.95
N -0.83 -3.15 -1.86
H -9.53 -2.42 -0.61
H 0.02 7.79 -1.62
H -0.11 -0.38 0.87
C 1.20 11.46 -1.68
H 6.30 0.88 3.39
H 1.18 -6.43 0.21
H -1.24 1.63 -1.06
H -1.48 -6.44 -1.66
H -5.98 -0.12 0.06
H 0.53 -6.86 2.85
C 1.69 9.12 -1.43
H 2.21 -2.97 -1.79
C 0.35 8.82 -1.64
H -0.83 -0.55 -6.02
H 1.63 -1.51 -2.59
H -2.60 -2.18 -2.50
C -3.40 0.15 -8.11
C 4.05 -2.97 0.72
C 2.12 10.44 -1.45
H -4.07 -1.14 6.11
C -2.90 -0.55 -5.47
C -7.79 -1.27 -0.13
H 2.97 3.33 2.28
C -0.35 0.66 0.64
*
```

C30H55N6O3S | ωB97M-V/def2-TZVPD

Computed properties:
- LUMO energy (alpha / beta): -3.64 / -3.64 eV
- Gap between HOMO and LUMO (alpha / beta): 6.47 / 6.47 eV
- HOMO level (alpha / beta): -0.3716 / -0.3717 hartree

```
! RIJCOSX wB97M-V def2-TZVPD def2/J DEFGRID3
* xyz 1 3
H 7.39 -1.00 -1.65
O 0.07 3.28 0.68
H 7.12 -3.08 -3.65
H -3.62 5.48 1.88
H -0.10 -3.52 1.36
H 0.39 0.91 1.44
N -4.10 -3.60 -1.72
C -6.19 3.92 4.69
C 2.76 -1.91 -4.29
C 1.05 -1.12 2.12
C 1.28 0.48 2.02
H 4.76 -0.09 -4.90
H 1.53 -1.54 3.07
H 4.14 0.15 -3.28
H -0.02 -5.68 -1.84
C -6.11 3.04 2.28
H 6.88 -2.98 -0.08
C -2.47 3.63 3.56
C 5.86 -2.99 -0.47
H 5.27 -2.36 0.21
H -2.28 2.65 4.00
H 0.02 -2.75 -1.27
C -0.61 4.40 0.09
N 4.47 -2.63 -2.56
H 7.78 -3.47 -2.09
C -6.77 2.94 3.67
C 2.67 0.91 1.34
H 4.44 -2.59 -5.97
C 0.84 -3.40 0.70
H 4.88 -3.83 -4.82
H -6.23 1.92 0.39
H -7.57 4.17 1.08
C 6.22 -0.38 -3.34
H 2.65 -1.49 -5.29
C 5.82 -2.49 -1.94
H -4.28 4.57 5.43
H 1.30 0.90 3.11
C -4.67 3.80 4.76
C -4.01 5.39 2.90
H 1.63 -4.14 1.08
H -7.85 3.11 3.59
H -6.65 1.93 4.07
H -5.00 5.84 2.93
C 1.52 -1.92 0.80
H -3.54 -4.92 0.14
O -4.22 1.75 2.61
H 1.46 -3.90 -1.49
H 3.52 0.49 2.02
C -3.99 3.92 3.38
C 4.80 -0.50 -3.88
C -3.25 -4.40 -0.84
H 2.65 -2.09 0.80
H -6.48 4.95 4.44
C -6.60 4.33 1.56
C 6.84 -3.41 -2.65
H -1.75 4.39 -0.02
H -3.39 6.02 3.54
H -6.62 3.72 5.68
H 5.97 -2.48 -5.18
H 2.33 -2.92 -4.30
C -6.67 1.89 1.40
C 6.34 -1.03 -1.97
H -3.78 -2.48 -3.70
C -1.88 -4.32 -1.56
H 1.20 -1.31 -0.12
H 5.49 -4.02 -0.40
O 3.56 -2.13 -1.68
H 6.49 0.68 -3.26
H -5.11 -3.40 -1.54
H 5.78 -0.42 -1.25
C 4.26 -1.95 -3.88
H -1.24 -3.37 -3.52
H 6.45 -4.43 -2.74
C -0.49 -4.98 -1.06
H -5.90 4.63 0.77
H -6.49 0.90 1.82
H 6.93 -0.82 -4.04
C 0.53 -3.71 -0.85
N 0.29 5.45 -0.31
H -0.64 -5.47 -0.04
H 2.84 0.49 0.29
C -3.35 -3.13 -2.86
C 1.45 3.63 0.66
N -1.97 -3.57 -2.82
H 2.15 -1.29 -3.63
S 2.96 2.75 1.26
H -7.76 1.98 1.29
C 4.93 -2.76 -5.01
N -4.62 3.03 2.35
N 1.52 4.95 0.06
H -1.94 3.68 2.60
H -4.42 2.84 5.22
H -0.10 -1.26 2.19
H -2.01 4.36 4.23
H -6.75 5.17 2.24
*
```

C25H30HfN3O5 | ωB97M-V/def2-TZVPD

Computed properties:
- Energy relative to the best compared isomer or geometry (same formula, charge and spin): 1.9888 eV
- LUMO energy (alpha / beta): 1.80 / 1.80 eV
- Gap between HOMO and LUMO (alpha / beta): 3.37 / 3.36 eV
- HOMO level (alpha / beta): -0.0577 / -0.0575 hartree

```
! RIJCOSX wB97M-V def2-TZVPD def2/J DEFGRID3
* xyz -1 1
O 5.83 1.20 -0.98
H -4.66 -4.19 0.28
C 2.50 -0.34 -0.44
H 4.01 1.85 -2.44
H 2.19 -1.57 -4.03
C -4.80 0.30 0.12
C -3.83 -3.78 0.83
H 5.95 2.72 1.86
H 3.51 -0.43 -2.35
H 5.10 1.70 3.05
N -9.75 -4.26 0.82
C -2.59 -2.80 2.49
H 4.70 5.35 1.16
N -5.59 -2.44 -0.06
C 5.04 1.30 -0.08
H -2.32 -2.32 3.41
C 1.40 -0.16 -2.61
H 2.91 0.66 1.47
H 2.38 2.30 -1.98
C 3.19 1.61 -1.77
C -4.46 -0.29 2.29
C -3.89 -3.24 2.13
H -0.58 0.58 -2.94
H -2.52 0.77 2.49
O 5.41 0.85 1.14
Hf -3.32 -1.50 0.63
H 1.13 -2.01 0.01
C 1.62 -0.65 -4.03
C 3.43 3.28 0.04
O 0.88 -1.28 -1.87
C -8.68 -3.92 1.12
H 5.47 5.75 -0.39
C -6.54 -2.96 0.48
H 0.36 -0.42 -0.04
H -2.90 1.42 -0.08
C 2.61 0.89 0.45
O 4.50 3.98 -0.39
H 3.70 5.90 -0.19
H 6.76 1.32 2.57
H 3.28 -1.05 -0.18
H 0.23 1.39 -1.60
H 0.66 1.78 -3.26
H -2.13 -3.96 -0.58
H -6.27 -0.98 1.18
C 4.59 5.33 0.08
C 2.73 0.16 -1.88
C 0.38 0.97 -2.60
H -4.60 -0.72 3.27
N -7.41 -3.51 1.44
C -2.49 -3.68 0.39
C -3.58 0.86 0.54
H 2.18 0.10 -4.60
H -4.77 -3.16 2.74
C -3.36 0.49 1.88
C -1.73 -3.07 1.41
H -5.20 0.35 -0.88
H 1.66 1.42 0.50
O 2.45 3.78 0.54
C 3.60 1.81 -0.29
H -0.69 -2.83 1.35
C 5.81 1.71 2.22
C -5.34 -0.43 1.19
H 0.68 -0.83 -4.53
C 1.15 -1.04 -0.49
*
```

C26H26N4O4PtS2 | ωB97M-V/def2-TZVPD

Computed properties:
- Energy relative to the best compared isomer or geometry (same formula, charge and spin): 0.7721 eV
- LUMO energy: -0.28 eV
- Gap between HOMO and LUMO: 7.28 eV
- HOMO level: -0.2779 hartree

```
! RIJCOSX wB97M-V def2-TZVPD def2/J DEFGRID3
* xyz 0 1
C -3.59 0.65 -3.73
H 0.64 -0.96 2.50
H 0.83 1.99 3.30
C 4.63 3.95 -0.05
N -4.39 -0.97 0.37
H 6.64 1.97 1.82
H 7.88 3.95 0.63
H 7.00 4.87 1.84
S -2.30 1.27 -0.12
C 6.94 4.47 0.83
H 2.67 3.42 -0.73
C -3.08 0.80 -1.55
H 4.62 4.93 -0.52
H 2.79 -5.95 -1.56
H -8.18 -1.47 0.01
C 0.42 -0.11 3.15
H 6.88 5.32 0.14
H 4.68 0.46 1.59
C -6.41 -0.65 -0.87
C -6.44 -1.83 1.22
C -0.88 -2.43 -0.13
C 1.81 -4.10 -2.04
C -4.56 0.01 -3.05
H -0.27 -4.71 1.17
H 0.17 1.54 0.88
C 2.03 -5.24 -1.26
O -1.40 0.91 4.24
C -7.11 -1.33 0.11
C 5.77 2.30 1.26
H 0.76 -0.34 4.17
C 3.56 1.86 0.43
C 0.84 -3.19 -1.67
C 0.31 -4.56 0.27
S 2.16 0.80 0.29
H 0.66 -2.30 -2.24
H -5.42 -0.53 -3.41
C -5.08 -1.61 1.31
C 1.28 -5.47 -0.12
H -1.39 2.74 -2.49
N 1.09 1.47 1.30
H 1.45 -6.36 0.48
H -4.49 -1.96 2.15
N -2.70 1.14 -2.80
O -1.93 -0.30 2.47
C -5.04 -0.51 -0.68
C 0.10 -3.42 -0.51
C 3.54 3.12 -0.17
H -6.91 -0.24 -1.73
H 2.41 -3.93 -2.92
H -6.96 -2.36 2.00
H -3.45 0.79 -4.78
N -4.26 0.12 -1.70
C -1.46 1.85 -3.11
O 2.59 -0.49 0.76
H 2.25 1.03 2.95
C 4.68 1.45 1.14
C 5.76 3.56 0.67
H -1.49 2.12 -4.16
O 1.60 0.95 -1.03
Pt -1.69 -1.06 0.52
H -0.61 1.21 -2.90
C -1.08 0.20 3.31
C 1.19 1.14 2.73
*
```